Density functional theory data (ωB97M-V/def2-TZVPD) for a 15-piece molecular cluster, C60H93N15 overall in a non-equilibrium geometry.

The geometry in XYZ format:
```
168
Properties=species:S:1:pos:R:3:forces:R:3
C 2.488 -10.004 -0.051 -0.3 -0.2 0.3
C 2.686 -8.561 -0.427 0.5 0.5 -1.8
C 1.662 -8.086 -1.535 0.3 0.6 2.1
C 1.475 -8.945 -2.677 0.4 -0.5 -0.9
N 1.335 -9.637 -3.588 0.0 0.3 0.5
H 1.429 -10.182 0.140 0.0 0.0 0.6
H 3.112 -10.266 0.803 -0.3 -0.1 0.1
H 2.704 -10.719 -0.845 0.3 0.3 -0.3
H 3.691 -8.387 -0.811 0.2 -0.4 -0.4
H 2.703 -7.822 0.375 -0.8 -0.3 0.4
H 1.922 -7.057 -1.782 0.0 -0.1 -0.5
H 0.704 -8.018 -1.021 -0.2 0.0 -0.1
C -8.227 0.109 -4.159 -0.2 0.3 -0.4
C -8.959 1.029 -5.166 -0.3 0.3 0.2
C -10.491 1.061 -5.021 -0.6 -0.8 -0.1
C -10.987 1.366 -3.673 0.5 -0.2 -0.1
N -11.324 1.512 -2.586 -0.1 0.2 0.1
H -8.686 -0.879 -4.116 -0.2 0.0 -0.2
H -8.211 0.458 -3.127 0.0 0.3 -0.2
H -7.210 -0.055 -4.514 0.1 0.1 0.2
H -8.691 0.721 -6.177 -0.3 -0.2 -0.1
H -8.689 2.085 -5.159 0.7 -0.1 0.5
H -10.911 0.084 -5.261 0.1 -0.3 0.1
H -11.017 1.711 -5.720 0.4 0.3 -0.1
C -5.278 -5.613 0.427 -1.0 -0.3 -0.8
C -6.606 -6.418 0.476 1.3 0.2 0.4
C -6.557 -7.674 -0.426 -1.2 0.6 -0.2
C -5.574 -8.671 -0.151 1.4 -1.0 1.1
N -4.825 -9.500 0.130 -0.2 0.4 -0.3
H -4.476 -6.243 0.813 0.2 0.3 -0.1
H -5.302 -4.640 0.918 -0.2 -0.3 0.4
H -5.144 -5.379 -0.629 0.6 -0.1 -0.1
H -7.450 -5.791 0.186 0.0 -0.2 0.0
H -6.738 -6.740 1.508 -0.4 -0.1 0.0
H -6.451 -7.475 -1.492 -0.2 0.5 0.0
H -7.501 -8.196 -0.273 -0.2 0.0 -0.3
C -7.437 -5.505 -9.239 0.2 -0.1 -0.5
C -6.395 -6.323 -10.032 -0.5 -0.4 1.5
C -5.491 -7.119 -9.050 0.3 0.1 -1.0
C -4.767 -6.218 -8.176 1.4 1.8 1.8
N -4.215 -5.487 -7.452 -1.1 -1.4 -1.5
H -7.955 -6.115 -8.498 -0.2 -0.4 -0.3
H -8.134 -5.132 -9.989 -0.3 0.3 0.5
H -7.032 -4.709 -8.614 0.3 0.3 -0.5
H -5.774 -5.717 -10.692 0.0 0.1 0.2
H -6.946 -7.027 -10.656 0.1 -0.1 0.0
H -4.765 -7.659 -9.659 0.2 -0.2 0.2
H -5.976 -7.837 -8.388 -0.5 0.0 -0.3
C 2.500 -5.509 9.109 0.4 -0.5 -0.6
C 3.557 -6.182 8.224 1.2 -0.7 -0.5
C 3.826 -7.701 8.485 -1.2 0.0 2.0
C 3.836 -8.027 9.997 -0.1 0.0 0.1
N 3.793 -8.238 11.143 0.2 0.4 -2.1
H 1.526 -5.972 8.955 0.0 -0.4 0.3
H 2.318 -4.473 8.821 0.5 0.1 0.1
H 2.845 -5.597 10.139 -0.4 0.2 0.1
H 4.551 -5.738 8.281 -0.2 0.6 0.4
H 3.341 -6.141 7.157 -0.4 0.2 0.0
H 4.718 -8.139 8.036 0.1 0.5 0.0
H 2.974 -8.224 8.050 0.0 -0.4 0.3
C 6.677 2.553 6.015 0.5 0.5 0.1
C 8.079 2.781 6.654 -2.0 -2.2 -0.4
C 8.904 3.835 5.994 -0.1 1.0 1.0
C 8.920 3.872 4.543 0.4 -0.6 2.5
N 8.986 3.951 3.421 0.0 0.2 -2.8
H 6.033 1.910 6.615 0.2 0.0 0.1
H 6.839 2.067 5.053 -0.3 0.2 -0.1
H 6.152 3.499 5.880 -0.1 0.0 -0.2
H 8.504 1.786 6.518 0.7 0.1 0.2
H 7.942 2.906 7.728 0.4 0.5 -0.1
H 9.890 3.796 6.455 0.3 0.1 -0.6
H 8.489 4.804 6.273 0.0 0.2 0.1
C 5.078 9.446 2.578 0.2 -0.6 -0.3
C 4.283 8.317 3.263 0.6 0.8 -1.7
C 3.702 8.765 4.553 -0.5 -0.1 0.9
C 4.663 8.947 5.608 2.4 0.7 3.1
N 5.376 9.139 6.521 -1.6 -0.6 -2.4
H 5.716 9.036 1.795 0.0 -0.2 -0.1
H 5.776 9.890 3.287 -0.2 0.4 0.0
H 4.431 10.151 2.055 0.0 0.3 0.5
H 4.989 7.490 3.334 -0.5 -0.4 0.3
H 3.426 8.096 2.626 0.2 -0.5 -0.2
H 2.992 8.032 4.938 -0.3 0.1 -0.1
H 3.211 9.733 4.455 -0.3 -0.1 -0.2
C -0.429 0.148 -1.889 -1.6 -0.3 -0.7
C 0.226 1.189 -1.011 1.2 -0.8 -1.2
C 1.310 0.536 -0.179 0.0 -0.1 1.4
C 0.777 -0.458 0.829 0.6 0.7 -0.4
N 0.359 -1.175 1.628 0.2 0.3 -0.5
H 0.185 -0.641 -2.323 0.7 0.3 0.3
H -0.893 0.602 -2.765 -0.1 0.2 0.0
H -1.233 -0.404 -1.401 -0.1 0.1 0.3
H -0.452 1.837 -0.456 0.0 -0.3 0.0
H 0.846 1.776 -1.688 -0.4 0.7 0.0
H 1.876 1.338 0.295 -0.2 -0.2 0.8
H 2.086 0.110 -0.814 -0.4 -0.6 -0.1
C 10.183 -5.873 3.927 -1.2 -1.3 -0.5
C 10.665 -4.478 3.776 0.2 0.3 1.7
C 10.866 -4.070 2.355 0.5 1.0 -1.1
C 9.641 -3.627 1.673 -3.5 0.9 -2.3
N 8.683 -3.288 1.060 3.4 -1.2 2.3
H 10.761 -6.621 3.384 0.5 0.2 -0.1
H 9.200 -5.938 3.462 -0.3 -0.2 0.2
H 10.122 -6.244 4.950 -0.1 0.3 0.1
H 11.514 -4.396 4.455 0.7 0.4 -0.7
H 9.981 -3.762 4.229 -0.4 -0.1 0.0
H 11.322 -4.818 1.706 0.0 -0.3 0.2
H 11.527 -3.207 2.286 0.2 0.1 0.1
N -2.221 2.362 9.291 0.7 -0.8 -1.1
C -1.574 2.479 8.055 -0.2 -0.3 0.8
C -1.951 3.674 7.518 0.0 0.1 -0.4
C -2.872 4.253 8.394 -1.2 0.6 1.1
C -3.039 3.428 9.493 0.3 0.0 -0.5
H -2.178 1.549 9.889 0.1 0.2 -0.2
H -0.960 1.697 7.632 0.1 0.1 0.3
H -1.654 4.146 6.593 0.1 -0.4 0.0
H -3.434 5.158 8.218 0.2 0.1 0.1
H -3.645 3.421 10.387 -0.1 0.5 -0.2
N -1.234 -0.078 -13.709 -0.4 -1.2 1.2
C -2.069 0.348 -12.708 -0.6 0.0 1.6
C -2.061 -0.566 -11.613 0.5 1.0 -2.8
C -1.211 -1.589 -12.060 1.0 -0.8 -0.4
C -0.719 -1.313 -13.330 -0.3 0.9 0.2
H -1.040 0.359 -14.598 -0.3 0.0 0.4
H -2.652 1.253 -12.792 0.2 0.0 -0.2
H -2.606 -0.626 -10.682 -0.1 0.6 -0.2
H -0.951 -2.434 -11.441 0.1 -0.2 -0.3
H -0.056 -1.792 -14.036 0.0 -0.3 0.4
N -6.412 -1.048 7.413 0.4 0.5 -0.6
C -5.990 -2.361 7.377 1.2 1.8 0.9
C -7.026 -3.105 7.835 1.7 -2.4 -1.0
C -8.079 -2.289 7.948 -4.4 3.3 1.1
C -7.756 -0.924 7.718 1.9 -2.7 -0.1
H -5.787 -0.266 7.278 -0.2 -0.2 -0.2
H -4.933 -2.556 7.276 -0.2 -0.2 -0.2
H -7.043 -4.179 7.951 0.1 0.1 0.0
H -9.056 -2.625 8.262 -0.1 0.1 -0.1
H -8.199 0.061 7.706 -0.4 -0.4 0.2
N -1.419 11.548 1.269 0.6 0.2 -0.9
C -1.948 10.314 1.566 1.1 1.0 0.9
C -2.573 10.517 2.768 -2.0 -2.6 -1.0
C -2.686 11.887 2.988 -1.8 -0.5 3.8
C -1.853 12.482 2.192 2.4 1.8 -3.7
H -0.731 11.708 0.547 -0.3 0.1 0.2
H -1.788 9.448 0.941 0.1 0.1 0.3
H -3.080 9.691 3.243 -0.3 0.3 0.3
H -3.311 12.398 3.706 0.2 -0.2 0.3
H -1.554 13.514 2.082 -0.1 -0.1 0.0
N 2.890 1.904 -9.016 -0.4 0.0 -0.6
C 3.209 1.221 -7.865 1.5 1.8 -0.6
C 4.090 2.102 -7.227 -0.5 -1.4 2.1
C 4.156 3.334 -7.872 0.0 0.0 -1.3
C 3.475 3.150 -9.045 -1.0 0.0 -0.2
H 2.312 1.529 -9.754 0.1 0.2 0.2
H 2.890 0.200 -7.712 0.2 0.2 0.1
H 4.605 1.925 -6.295 -0.2 -0.3 0.1
H 4.646 4.255 -7.595 0.2 -0.3 0.1
H 3.283 3.846 -9.848 -0.1 -0.2 0.0
N -0.056 9.513 -5.216 1.2 -0.5 -0.2
C 1.060 8.735 -5.007 -0.4 -1.0 0.9
C 2.101 9.560 -4.590 0.7 -3.6 -0.9
C 1.674 10.816 -4.764 -0.8 3.6 0.7
C 0.345 10.793 -5.078 -1.1 1.5 -0.5
H -0.976 9.181 -5.468 0.4 0.1 0.0
H 0.930 7.666 -5.083 0.4 0.0 0.1
H 3.115 9.305 -4.322 -0.2 -0.4 -0.1
H 2.267 11.690 -4.538 -0.2 0.1 -0.2
H -0.347 11.600 -5.266 0.1 0.0 0.1
```
Positions in Å, forces in eV/Å.

The calculation puts the largest force on an atom at 0.110 Eh/bohr. Its spin multiplicity is 1. The total energy is -86071.6056 eV. The calculation puts the LUMO energy at 0.356 eV.